Entry from the Open Molecules 2025 dataset: a gas-phase ion, C37H37N2O2 (charge +1) at a distorted geometry (ωB97M-V/def2-TZVPD).

The geometry in XYZ format:
```
78
Properties=species:S:1:pos:R:3:lowdin_charge:R:1
C -0.951 0.882 5.656 0.170
C 0.398 0.949 5.206 -0.190
C 1.251 2.055 5.529 0.024
C 2.598 2.001 5.200 -0.249
C 3.534 3.045 5.712 -0.036
C 3.121 0.953 4.427 0.047
C 2.308 -0.079 3.931 -0.168
C 2.950 -1.050 2.992 -0.043
C 0.960 -0.035 4.315 -0.098
N 0.067 -0.869 3.664 0.038
C 0.327 -2.215 3.425 -0.028
C -0.705 -2.716 2.717 -0.006
N -1.641 -1.729 2.536 -0.016
C -2.902 -2.087 2.018 -0.160
C -3.163 -1.593 0.728 -0.213
C -2.178 -0.818 -0.055 -0.043
C -4.383 -1.891 0.136 -0.001
C -5.261 -2.793 0.721 -0.253
C -6.566 -3.106 0.043 -0.043
C -4.901 -3.441 1.906 0.005
C -3.707 -3.113 2.572 -0.178
C -3.362 -3.925 3.795 -0.039
C -1.219 -0.485 3.178 -0.106
C -1.556 1.162 2.674 -0.119
C -0.570 2.220 2.488 0.009
C -0.634 3.498 3.005 -0.200
C 0.287 4.610 2.817 -0.146
C 1.188 4.624 1.718 -0.016
C 2.016 5.690 1.471 0.004
C 1.957 6.837 2.300 -0.250
O 2.859 7.816 2.000 -0.089
C 2.908 8.988 2.847 -0.058
C 1.047 6.870 3.406 -0.003
C 0.227 5.771 3.629 -0.013
O -1.696 3.893 3.748 0.041
C -2.795 3.061 3.862 -0.177
C -3.809 3.561 4.734 0.018
C -4.962 2.793 4.859 -0.080
C -5.070 1.597 4.151 -0.067
C -4.012 1.137 3.334 -0.006
C -2.767 1.798 3.293 -0.150
H -1.382 1.797 6.092 0.099
H -1.450 -0.084 5.834 0.107
H 0.809 2.892 6.082 0.139
H 4.520 2.857 5.294 0.078
H 3.224 4.062 5.442 0.089
H 3.602 2.989 6.804 0.095
H 4.168 0.954 4.197 0.120
H 3.907 -0.636 2.686 0.083
H 3.191 -2.005 3.464 0.089
H 2.401 -1.258 2.068 0.092
H 1.171 -2.735 3.819 0.121
H -0.801 -3.699 2.333 0.138
H -1.162 -0.815 0.372 0.088
H -2.091 -1.238 -1.068 0.103
H -2.547 0.203 -0.169 0.092
H -4.622 -1.392 -0.788 0.128
H -7.125 -3.860 0.603 0.079
H -7.182 -2.208 -0.042 0.087
H -6.413 -3.473 -0.975 0.088
H -5.566 -4.186 2.345 0.121
H -4.247 -4.521 4.080 0.085
H -2.553 -4.653 3.613 0.083
H -3.081 -3.313 4.663 0.085
H -1.945 -0.310 4.050 0.125
H -1.888 0.708 1.618 0.137
H 0.252 2.071 1.798 0.112
H 1.205 3.776 1.041 0.109
H 2.754 5.700 0.671 0.125
H 3.708 9.598 2.421 0.094
H 1.942 9.535 2.818 0.101
H 3.139 8.725 3.901 0.098
H 1.031 7.750 4.089 0.116
H -0.465 5.859 4.461 0.117
H -3.642 4.483 5.303 0.128
H -5.758 3.153 5.526 0.117
H -5.974 0.997 4.271 0.108
H -4.155 0.189 2.799 0.110
```

Properties
Charge: +1
SMILES string: C=C1C=C(C)C=C(C)/C1=[N+]1\C=CN(c2c(C)cc(C)cc2C)[C@@H]1[C@@H]1C=C(c2ccc(OC)cc2)Oc2ccccc21
HOMO-LUMO gap: 4.48 eV